C13H19O9P2Pd | ωB97M-V/def2-TZVPD

Results
charge = +1
ΔE to the lowest compared entry with this formula, charge and spin = 0.0 kcal per mole
lowest unoccupied orbital energy = -6.82 eV

Cartesian coordinates (Å):
Pd 0.66853 0.20542 -3.21649
O -2.90328 -1.76164 -2.67698
P -1.78762 -0.75818 -3.14235
O -1.33708 -0.85879 -4.54385
O -0.56273 -0.91904 -2.17910
O -2.41903 0.66601 -2.75585
P -1.63321 2.09542 -2.65755
O -1.54163 2.56784 -4.17245
O -2.35054 2.99231 -1.75729
O -0.16046 1.76397 -2.28476
H -3.71610 -1.34708 -2.36369
H -2.28267 3.12553 -4.44075
O 2.38452 2.21962 -4.76917
C 1.78594 1.44792 -4.22596
C 1.17132 -3.03367 0.16760
C 2.13556 -2.38436 1.17516
C 3.33749 -1.73204 0.47234
C 1.39889 -1.43162 2.05581
C 1.34831 -1.56456 3.40456
C 0.58810 -0.66545 4.18748
C -0.20076 0.37112 3.67658
C -0.24599 0.59305 2.32907
C -1.15477 1.58168 1.70438
C -2.11110 0.85340 0.73731
C -0.40491 2.73600 1.00991
C 0.68138 -0.24265 1.45711
O 0.89821 0.08990 0.32215
H 1.71453 -3.79171 -0.39632
H 0.76628 -2.30506 -0.53338
H 0.34045 -3.52888 0.67194
H 2.52173 -3.16484 1.83490
H 3.01593 -0.99789 -0.26240
H 3.90114 -2.51231 -0.03803
H 4.00515 -1.24772 1.18542
H 1.87814 -2.36882 3.89775
H 0.58786 -0.81748 5.26196
H -0.79832 0.96902 4.35140
H -1.74872 2.00830 2.51650
H -1.55757 0.40666 -0.08753
H -2.80263 1.58637 0.32502
H -2.68197 0.07857 1.25235
H 0.14795 2.38629 0.14316
H 0.27127 3.23765 1.70313
H -1.14760 3.45175 0.66091

List of Löwdin charges in e, atom by atom:
1. Pd 0.99
2. O -0.06
3. P 0.19
4. O -0.26
5. O -0.39
6. O -0.25
7. P 0.24
8. O -0.10
9. O -0.23
10. O -0.38
11. H 0.10
12. H 0.10
13. O 0.22
14. C -0.08
15. C -0.03
16. C -0.35
17. C -0.03
18. C -0.05
19. C 0.02
20. C 0.08
21. C 0.02
22. C -0.03
23. C -0.33
24. C -0.02
25. C -0.02
26. C -0.20
27. O 0.18
28. H 0.09
29. H 0.06
30. H 0.09
31. H 0.14
32. H 0.07
33. H 0.09
34. H 0.09
35. H 0.14
36. H 0.14
37. H 0.14
38. H 0.14
39. H 0.06
40. H 0.09
41. H 0.09
42. H 0.06
43. H 0.09
44. H 0.09



C38H33F3MnN3O5Sb | ωB97M-V/def2-TZVPD

Results
charge = +2
lowest unoccupied orbital energy (alpha / beta) = -7.16 / -7.80 eV
2S+1 = 4

Cartesian coordinates (Å):
Mn -1.20585 2.20760 -1.82598
O -2.57520 1.77627 -0.52678
C -2.20091 0.76535 0.48290
C -0.87759 0.19721 -0.03621
O -0.27788 -0.63261 0.60331
O -0.46241 0.64090 -1.20668
C -2.09618 1.48945 1.81861
C -1.04283 1.31278 2.70505
C -1.03434 1.99641 3.91576
C -2.06612 2.85749 4.25030
C -3.13103 3.02521 3.37448
C -3.14842 2.33455 2.17370
C -3.26569 -0.33162 0.51958
C -4.52560 -0.13002 -0.03167
C -5.50505 -1.11114 0.07016
C -5.23192 -2.30096 0.72389
C -3.97849 -2.49854 1.28557
C -2.99937 -1.52245 1.19055
H -3.11406 2.46040 -0.09833
H -0.22775 0.64634 2.46245
H -0.20500 1.86160 4.59704
H -2.04609 3.39013 5.19120
H -3.95425 3.67800 3.63175
H -4.04091 2.42875 1.55604
H -4.77262 0.79119 -0.54156
H -6.48418 -0.93831 -0.35615
H -5.99254 -3.06575 0.80320
H -3.76268 -3.41675 1.81633
H -2.03498 -1.68780 1.64935
C 1.42343 2.35078 -3.19044
O -0.01327 2.32095 -3.37483
C -0.51193 3.29058 -4.32278
C -1.95250 2.93697 -4.55859
O -2.52124 2.63211 -3.25910
C -3.96527 2.46375 -3.28741
H 1.88979 2.04728 -4.12483
H 1.64183 1.64534 -2.39543
H 1.73126 3.35433 -2.90147
H 0.05671 3.21732 -5.24945
H -0.38917 4.28948 -3.89937
H -2.06775 2.05861 -5.19324
H -2.48719 3.77943 -4.99700
H -4.42712 3.43952 -3.41808
H -4.25060 2.01576 -2.34454
H -4.21956 1.79799 -4.10941
F 7.18735 -4.67555 -2.53470
C 6.09240 -4.03231 -2.14490
C 5.08566 -4.75076 -1.52768
C 3.94265 -4.07683 -1.13034
C 3.84526 -2.69407 -1.32402
C 4.86666 -2.00144 -1.98478
C 6.00653 -2.66939 -2.38703
Sb 2.16228 -1.74264 -0.53551
C 1.15294 -3.24448 0.46601
C 1.57050 -3.64550 1.73554
C 0.83332 -4.58720 2.43704
C -0.31248 -5.09380 1.85191
F -1.03522 -5.98243 2.53356
C -0.74178 -4.71880 0.59140
C -0.00169 -3.77661 -0.10452
C 2.83143 -0.28907 0.78472
C 3.78449 0.63610 0.35103
C 4.24839 1.61513 1.21341
C 3.73860 1.65388 2.49925
F 4.18421 2.58909 3.33034
C 2.78337 0.75914 2.95346
C 2.31891 -0.21255 2.08295
H 5.20317 -5.81424 -1.37120
H 3.14308 -4.63175 -0.65645
H 4.79018 -0.94174 -2.18842
H 6.82393 -2.16245 -2.88103
H 2.47298 -3.24724 2.18382
H 1.13389 -4.93058 3.41738
H -1.63672 -5.16157 0.17599
H -0.33626 -3.47004 -1.08777
H 4.19389 0.59420 -0.64988
H 5.00135 2.33178 0.91505
H 2.42709 0.83303 3.97220
H 1.56689 -0.91377 2.42313
N -0.24620 3.32170 -0.77609
C 0.30520 3.52627 0.27650
N 0.97669 3.77040 1.25038
C 0.95137 3.92791 2.56187
N 1.00817 4.04433 3.70548

List of Löwdin charges in e, atom by atom:
1. Mn 0.92
2. O -0.09
3. C -0.24
4. C -0.48
5. O 0.03
6. O -0.08
7. C -0.14
8. C -0.02
9. C -0.08
10. C -0.05
11. C -0.04
12. C -0.03
13. C -0.13
14. C -0.03
15. C -0.05
16. C -0.06
17. C -0.05
18. C -0.01
19. H 0.12
20. H 0.09
21. H 0.10
22. H 0.12
23. H 0.12
24. H 0.12
25. H 0.09
26. H 0.11
27. H 0.12
28. H 0.11
29. H 0.12
30. C -0.01
31. O -0.29
32. C -0.11
33. C -0.11
34. O -0.28
35. C 0.02
36. H 0.11
37. H 0.08
38. H 0.11
39. H 0.15
40. H 0.15
41. H 0.15
42. H 0.15
43. H 0.12
44. H 0.07
45. H 0.12
46. F 0.11
47. C -0.26
48. C 0.03
49. C -0.10
50. C -0.38
51. C -0.11
52. C 0.02
53. Sb 1.77
54. C -0.42
55. C -0.10
56. C 0.02
57. C -0.27
58. F 0.10
59. C 0.01
60. C -0.12
61. C -0.37
62. C -0.11
63. C 0.02
64. C -0.27
65. F 0.11
66. C 0.02
67. C -0.12
68. H 0.14
69. H 0.10
70. H 0.09
71. H 0.13
72. H 0.11
73. H 0.13
74. H 0.13
75. H 0.11
76. H 0.09
77. H 0.13
78. H 0.13
79. H 0.10
80. N 0.07
81. C -0.22
82. N 0.19
83. C -0.29
84. N 0.20